(1)
# C26H32Cl2NO5Sc

C26H32Cl2NO5Sc as an isolated structure at a distorted geometry (wB97M-V/def2-TZVPD, the OMol25 dataset).

Last column: Mulliken charge in e.
Element x y z (Å)
1 H 2.8896 6.9253 9.9800  0.314
2 H 2.0970 5.2226 11.5641  0.358
3 C -0.6649 3.8704 16.8227  -0.503
4 H 2.6672 8.0518 17.2406  0.688
5 O 3.2774 1.3886 16.3397  -0.398
6 C 3.0323 8.5174 11.5041  -0.946
7 H -1.4436 4.3442 16.1970  0.358
8 O 0.7163 4.2479 16.4191  0.159
9 N 2.1143 5.4648 14.2308  0.706
10 C 4.4317 6.5396 18.0789  -0.991
11 C 2.9971 8.7585 12.8579  -1.036
12 H 0.4427 -0.1455 17.8134  0.220
13 C 2.6427 7.5134 16.2984  -2.335
14 C 2.5312 6.0550 16.4863  3.788
15 H 2.8995 9.3348 15.3101  0.359
16 C 2.6951 7.8193 13.8201  0.847
17 H 4.4636 0.6997 19.0061  0.364
18 C 3.0744 5.2744 15.2586  -1.380
19 C 2.7279 7.2121 11.0584  -0.375
20 H 4.4038 3.2302 13.7600  0.398
21 H 4.7071 7.3300 17.3277  0.412
22 H 0.4093 1.5875 11.4311  0.278
23 H -1.3981 1.8691 11.3930  0.362
24 C 5.2975 6.1124 19.0849  -0.873
25 H 2.9527 -0.5917 16.8280  0.268
26 H -0.7784 0.6461 18.8254  0.548
27 Cl -0.8069 0.1432 12.8628  -0.113
28 C 3.6370 0.1995 17.1598  -0.516
29 H 5.7233 4.5875 20.5166  0.427
30 C 3.2693 5.7284 17.8187  -0.314
31 C -0.5263 1.5957 12.0001  -0.359
32 O 0.3534 1.9474 17.7213  -0.240
33 H 3.3069 -0.5524 19.0618  0.476
34 C 0.9829 5.6522 16.7084  -1.815
35 C 1.2644 0.8329 19.5676  -0.576
36 H 4.1036 5.5591 15.0074  0.810
37 O 3.2942 3.8189 15.6279  0.194
38 C 3.8014 4.2964 19.6431  -0.269
39 H 1.5334 4.6781 13.8921  -0.305
40 H 2.7291 2.5159 14.1146  0.134
41 H 3.6403 3.4521 20.3082  0.487
42 O 2.4855 1.3663 19.0124  -0.120
43 H 4.6695 -0.0988 16.9014  0.524
44 H 3.4568 9.2147 10.7883  0.395
45 H 4.5828 0.8711 14.8456  0.581
46 H 0.9382 1.5534 20.3822  0.282
47 H 6.1622 6.7445 19.3440  0.402
48 C 4.9757 5.0130 19.8568  -0.670
49 C 2.7221 8.2521 15.2008  -0.373
50 C 4.3018 1.7607 15.3565  -0.669
51 H 0.8254 5.8595 17.7685  0.628
52 C -0.6905 2.3523 16.8267  -0.449
53 C 0.2279 0.6898 18.5018  -0.532
54 H 1.4807 -0.1625 20.0030  0.467
55 H 5.1942 2.1362 15.9361  0.350
56 Cl -0.2454 3.1731 12.9154  -0.083
57 C 3.0514 4.5771 18.5374  0.698
58 C 2.4310 6.1907 11.9638  -0.707
59 C 2.4569 6.4874 13.3364  0.612
60 C 3.4927 0.4047 18.6142  -0.707
61 Sc 2.2481 2.9775 17.4026  0.290
62 H 0.3114 6.2685 16.1017  0.569
63 H 3.1537 9.7878 13.1449  0.364
64 C 3.6810 2.8780 14.5270  -0.404
65 H -0.4865 1.7999 15.8730  0.154
66 H -1.7078 1.9484 17.1068  0.541
67 H -0.8340 4.1132 17.8602  0.242

Cartesian forces (eV/Å) of the 3 atoms listed first:
-0.5 0.5 1.2
0.4 0.3 0.5
0.6 -0.8 -0.6

## Properties
E ... -84938.627 eV
Spin multiplicity ... 1
Gap between HOMO and LUMO ... 7.541 eV
Net charge ... +2
HOMO level ... -12.74 eV

(2)
# C26H58ClFNO6S6

A 5-piece molecular cluster, C26H58ClFNO6S6 overall at a distorted geometry (wB97M-V/def2-TZVPD, the OMol25 dataset).

Last column: Mulliken charge in e.
Element x y z (Å)
1 H 3.4356 -2.0572 -5.1393  0.395
2 S 3.5029 -3.9946 -3.7042  0.584
3 C -3.1230 1.1249 -0.4481  -0.226
4 C 1.8278 1.2355 0.1594  0.148
5 C -3.5830 -0.2683 0.2816  0.141
6 H -0.4349 0.9731 0.8727  -0.069
7 H -0.2932 5.5368 -3.9502  0.391
8 O 3.4065 4.4566 1.7764  -0.587
9 H 4.8378 -5.6174 -4.8487  0.333
10 H 1.1688 0.4835 2.2659  0.270
11 H 4.9040 2.4457 0.1940  0.233
12 C -3.3997 -1.2349 -1.0729  -0.580
13 H -6.2028 1.9263 -0.1151  0.165
14 H 2.4197 2.2195 -0.1661  0.063
15 H 0.0698 2.6836 0.2636  0.290
16 H -5.2727 -1.9664 4.4208  0.422
17 H -3.6583 1.4838 -1.4314  0.232
18 H 0.3084 -4.5488 -1.1762  0.310
19 O 2.3369 6.4103 -3.2094  -0.623
20 C 2.6926 -2.6434 -4.5930  -0.772
21 H 2.1883 -2.0021 -3.8664  0.062
22 H -3.1604 -3.6758 1.3706  0.241
23 H 4.7150 6.2726 -0.0179  0.211
24 C 0.2887 8.1131 -2.9636  -0.939
25 H -0.6593 8.2398 -2.4357  0.332
26 C 5.3505 6.0368 0.8391  -0.836
27 H 3.4521 -5.0969 -5.8416  0.341
28 H -5.4268 -2.5152 1.9123  0.333
29 H -4.6888 2.6479 1.9900  0.321
30 S -4.6869 -1.0113 -2.4642  -0.137
31 H 1.8879 -3.5382 1.5713  0.311
32 H -4.7959 -3.0254 -0.4130  0.363
33 H 0.7830 -5.0990 1.3666  0.256
34 H -5.9121 -0.6906 0.3726  0.242
35 C -5.3004 -1.0065 3.7278  -0.666
36 O 4.6166 -3.3985 -2.8951  -0.629
37 H 4.5440 3.8852 -0.7946  0.241
38 H 5.2160 6.7991 1.6102  0.322
39 O -0.3894 1.1806 -1.2553  -0.327
40 C 5.1198 -4.2893 3.9440  -0.949
41 C -5.0192 -0.3660 1.0640  -0.270
42 H 5.9852 -4.7699 4.4061  0.387
43 H 2.0969 -4.0069 -0.8806  0.209
44 O -4.2616 -0.0901 4.3051  -0.497
45 C 2.1383 0.9806 1.7825  -0.976
46 H 2.7675 -6.6572 5.4840  0.313
47 H -5.2389 3.1926 -1.2358  0.207
48 C -4.8276 -1.5584 2.2211  -0.270
49 H -1.7759 -2.6194 0.5681  -0.279
50 H -4.1060 -1.5552 -3.6329  0.211
51 C 5.1680 3.4899 0.0106  -0.826
52 H 0.0093 -3.3855 1.5575  0.068
53 S 3.8239 -5.5197 3.6631  0.448
54 H 4.4899 -6.3471 5.8213  0.395
55 H 2.2226 2.0463 2.2882  0.267
56 C 3.5720 -5.9217 5.4089  -0.997
57 H -0.6478 -1.3055 -3.1179  0.421
58 C -3.6542 -2.8411 -0.7057  -0.673
59 S 1.1320 6.6370 -2.3451  0.555
60 C -0.9079 -1.7610 -2.0521  -0.718
61 C -2.5839 -3.4470 0.3782  0.311
62 H -6.4188 3.8743 0.0894  0.364
63 C -1.7008 0.5163 -1.0829  -0.534
64 C 0.2179 1.5196 0.0449  -0.178
65 H -4.3389 -0.2243 5.2983  0.306
66 C -3.0100 2.5169 0.4096  0.000
67 H 1.9547 -3.0535 -5.2863  0.353
68 H -1.3355 -2.8407 -2.2567  0.311
69 H 3.1069 0.3492 1.9666  0.280
70 C 0.9655 -3.7727 -0.5922  -0.275
71 H 5.4132 -3.8667 2.9801  0.304
72 C 4.2427 -4.7584 -5.1678  -0.975
73 H 0.9251 8.9813 -2.7768  0.326
74 C -5.6782 2.9716 -0.1554  -0.738
75 H -4.2906 4.2901 1.1463  0.420
76 H -2.1911 2.4638 1.2771  0.288
77 H -2.6112 -0.5723 0.8834  0.286
78 H -1.0756 5.6816 -2.3456  0.224
79 H 6.2227 3.5524 -0.2667  0.418
80 H 0.1106 8.0190 -4.0376  0.292
81 S 0.6329 -1.9763 -1.0091  0.118
82 O 2.6031 -4.7887 3.1881  -0.543
83 C -0.1422 5.4651 -2.8705  -0.712
84 H 2.2355 0.3786 -0.5250  0.239
85 H -6.3683 -0.5250 3.6988  0.287
86 H 6.3991 6.0130 0.5337  0.359
87 C 0.8997 -3.9620 1.0593  -0.775
88 H -3.6650 -1.7944 2.3491  0.003
89 H 0.1886 4.4550 -2.6174  0.170
90 H 4.7441 -3.4919 4.5897  0.305
91 H -5.3328 0.5917 1.6586  0.167
92 C -4.4358 3.1315 0.9349  -0.624
93 H 3.2931 -5.0221 5.9628  0.312
94 H -3.5200 -3.4127 -1.7451  0.496
95 N -1.9555 -0.8190 -1.4233  0.944
96 Cl -2.3175 3.8003 -0.7939  -0.130
97 H 4.8886 -4.0398 -5.6779  0.300
98 F -2.0101 -4.7509 -0.0959  -0.375
99 S 4.8860 4.4305 1.5299  0.487

Cartesian forces (eV/Å) of the 3 atoms listed first:
0.0 -0.1 0.1
0.5 0.2 0.1
1.6 0.9 -0.4

## Properties
E ... -121909.897 eV
Spin multiplicity ... 1
Gap between HOMO and LUMO ... 6.779 eV
Net charge ... +1
HOMO level ... -10.47 eV

(3)
# H2NO2S

An isolated ion of composition H2NO2S and charge -1 at a distorted geometry (wB97M-V/def2-TZVPD, the OMol25 dataset).

Last column: Mulliken charge in e.
Element x y z (Å)
1 O 1.0900 -0.7168 -1.1000  -0.577
2 N -1.3994 -0.6814 0.2507  -0.598
3 S 0.3164 0.1294 -0.2105  0.520
4 O 1.1519 0.5248 0.9106  -0.555
5 H 0.1451 1.4150 -1.1898  0.092
6 H -1.3039 -0.6709 1.3390  0.118

Cartesian forces (eV/Å) of the 3 atoms listed first:
-0.6 -0.4 -0.8
3.8 2.0 0.6
-2.4 -0.9 -0.3

## Properties
E ... -16450.836 eV
Structure (SMILES) ... N=[S@H](=O)[O-]
Spin multiplicity ... 1
Gap between HOMO and LUMO ... 7.637 eV
Net charge ... -1
HOMO level ... -3.58 eV

(4)
# C5H13NOS

A 2-piece molecular cluster, C5H13NOS overall at a distorted geometry (wB97M-V/def2-TZVPD, the OMol25 dataset).

Last column: Mulliken charge in e.
Element x y z (Å)
1 O -1.7032 -1.3621 -0.0830  -0.695
2 H 2.6706 1.4475 0.1310  0.224
3 H -3.2096 1.2787 -1.0215  0.334
4 H 2.3951 0.8541 -1.4086  0.255
5 H -3.7011 1.2452 0.6249  0.359
6 S -1.6979 -0.0071 0.4688  0.518
7 H 1.1929 0.6218 1.9735  0.504
8 H 0.2695 -1.7446 -0.5661  0.351
9 H 2.3801 -0.6540 1.9122  0.446
10 H -3.9249 -0.1366 -0.3591  0.362
11 H 1.8234 -2.2083 -0.0692  0.352
12 H -0.6900 0.7787 -1.4850  0.506
13 C 1.3939 -0.2796 1.5237  -1.913
14 C -3.3165 0.6910 -0.1768  -1.076
15 C 1.2451 -1.4573 -0.6318  -1.352
16 C -0.5700 0.9140 -0.5012  -1.073
17 H 1.5978 -1.4253 -1.6342  0.422
18 C 1.5083 -0.1734 0.0687  1.211
19 H 0.6894 -1.0110 1.7415  0.431
20 H -0.7855 1.9769 -0.1058  0.314
21 N 2.4325 0.6516 -0.4019  -0.479

Cartesian forces (eV/Å) of the 3 atoms listed first:
0.1 -2.2 -0.3
0.1 0.8 0.6
0.5 1.1 -1.7

## Properties
E ... -19764.930 eV
Spin multiplicity ... 1
Gap between HOMO and LUMO ... 8.216 eV
HOMO level ... -7.40 eV

(5)
# C10H11NO3

One molecule with the formula C10H11NO3 at a distorted geometry (wB97M-V/def2-TZVPD, the OMol25 dataset).

Last column: Mulliken charge in e.
Element x y z (Å)
1 C -0.5957 -0.7126 2.4045  -0.792
2 H -1.8815 0.6637 1.2155  0.275
3 O -1.5310 3.3599 0.6753  -0.461
4 H -0.0926 4.5761 0.2131  0.349
5 H -1.2373 -1.0544 3.1849  0.391
6 H 0.3927 -0.7741 2.7924  0.401
7 C 1.6626 2.5111 -0.3904  0.081
8 C -0.9169 0.6469 1.7659  -0.410
9 H -0.8924 1.3688 2.5639  0.427
10 C 2.2384 0.2157 -0.2435  -0.617
11 C 1.0154 -0.1210 0.2143  -0.002
12 C 0.1885 0.9889 0.7279  0.573
13 C -0.3366 3.5062 0.5565  -0.380
14 H 3.3239 1.8057 -1.0601  0.309
15 N 2.6107 1.5505 -0.3623  -0.167
16 C 0.4645 2.3190 0.3598  0.307
17 C 0.2984 -1.5402 0.3202  0.598
18 H -0.3761 -1.5776 -0.6227  0.192
19 H 0.8599 -3.5445 0.1893  0.389
20 H 1.8847 -2.5475 1.3110  0.282
21 O 2.0362 3.5067 -0.9146  -0.657
22 H 2.8582 -0.5447 -0.6153  0.377
23 O -0.5518 -1.7949 1.4795  -0.407
24 H 2.1114 -2.5765 -0.4394  0.361
25 C 1.3321 -2.6184 0.3619  -1.418

Cartesian forces (eV/Å) of the 3 atoms listed first:
0.4 -0.5 -1.4
0.3 -0.1 0.7
-1.1 -0.1 1.2

## Properties
E ... -18178.992 eV
Structure (SMILES) ... C[C@H]1OCCc2c1c[nH]c(=O)c2C=O
Spin multiplicity ... 1
Gap between HOMO and LUMO ... 8.382 eV
HOMO level ... -8.84 eV

(6)
# C7H13O

An isolated ion of composition C7H13O and charge -2 at a distorted geometry (wB97M-V/def2-TZVPD, the OMol25 dataset).

Last column: Löwdin spin population.
Element x y z (Å)
1 O -2.7389 2.3878 0.5050  0.001
2 C 0.3531 -1.7552 -0.5349  0.146
3 H 1.6883 1.4221 -0.7357  0.013
4 H -3.5065 0.4927 0.9903  0.000
5 C -0.7784 0.5912 -0.3504  0.005
6 H 2.9448 -1.4377 -0.9739  0.090
7 H -0.6930 -2.0853 -0.5524  0.017
8 H -1.5791 0.3121 -1.0154  0.002
9 C 2.9929 -0.3589 -0.8033  0.385
10 C 1.6649 0.3428 -0.6878  0.053
11 H -2.7925 1.4458 2.3226  0.000
12 C -2.7002 1.2539 1.2123  0.001
13 H 3.5788 -0.3175 0.1202  0.083
14 C -1.3418 0.4367 1.0808  0.004
15 H 0.7725 -2.1786 0.3686  0.042
16 H -0.5080 1.6420 -0.4116  0.000
17 C 0.4713 -0.2497 -0.5388  0.008
18 H 3.5158 -0.0239 -1.6874  0.089
19 H 0.8434 -2.1347 -1.4207  0.057
20 H -0.6496 0.8426 1.8182  0.002
21 H -1.5375 -0.6283 1.2942  0.003

Cartesian forces (eV/Å) of the 3 atoms listed first:
-0.2 0.0 -0.1
-0.8 0.4 0.0
-0.1 0.2 0.1

## Properties
E ... -9512.456 eV
Spin multiplicity ... 2
Gap between HOMO and LUMO (spin up / spin down) ... 2.753 / 6.838 eV
Net charge ... -2
HOMO level (spin up / spin down) ... 3.73 / -0.05 eV

Q: E of number 5 (C10H11NO3)?
A: -18178.992 eV